Record 1
DFT (ωB97M-V with the def2-TZVPD basis set) results for the ion C5H9FN with charge +1 at a distorted geometry.

**LUMO**: -3.8 eV
**HOMO level**: -15.45 eV
**Charge**: +1

```
16
Properties=species:S:1:pos:R:3:mulliken_charge:R:1
F -2.14 -0.94 -0.10 -0.288
C -0.82 -1.06 0.29 0.140
C -0.54 -0.37 1.59 -0.759
N 0.02 0.85 1.00 -0.109
C 0.05 0.11 -0.36 0.153
C 1.34 0.00 -1.11 -0.695
C 0.11 0.63 -1.74 -0.467
H -0.55 -2.05 0.17 0.462
H -1.32 -0.10 2.32 0.389
H 0.19 -0.91 2.14 0.300
H -0.58 1.68 1.01 0.371
H 1.08 0.97 1.41 0.439
H 1.55 -0.98 -1.61 0.280
H 2.14 0.65 -0.62 0.220
H -0.24 1.70 -2.06 0.260
H -0.28 -0.15 -2.33 0.305
```


Record 2
DFT (ωB97M-V with the def2-TZVPD basis set) results for a cluster of 3 separate species, C4H16N2O2 in total at a distorted geometry.

**LUMO (alpha / beta)**: -3.3 / -3.3 eV
**HOMO level (alpha / beta)**: -9.19 / -13.41 eV
**Spin multiplicity**: 2
**Charge**: +1

```
24
Properties=species:S:1:pos:R:3:lowdin_spin:R:1
C 0.88 -1.56 -0.82 0.001
C 1.43 -1.12 0.53 0.006
C 1.81 0.36 0.61 0.021
C 0.76 2.44 -0.11 0.568
N 0.68 1.25 0.55 0.270
N -0.43 -2.29 -0.68 0.001
H 0.68 -0.71 -1.47 0.001
H 1.61 -2.22 -1.29 0.000
H 0.67 -1.35 1.29 0.000
H 2.32 -1.65 0.85 0.001
H 2.37 0.52 1.53 0.007
H 2.39 0.55 -0.29 0.003
H 1.60 2.74 -0.69 0.049
H -0.13 2.98 -0.35 0.047
H -0.13 0.97 1.07 0.004
H -0.29 -3.15 -0.16 0.000
H -0.87 -2.45 -1.58 0.000
H -1.09 -1.72 -0.10 0.000
H -2.34 -0.89 1.67 0.000
H -2.37 0.15 0.55 0.000
O -1.78 -0.50 0.98 0.001
H -2.89 1.64 -1.40 0.000
H -1.37 2.01 -1.21 0.009
O -2.13 1.56 -0.82 0.009
```